Formula: C4H43NO16
Source: the Open Molecules 2025 dataset
Level of theory: the ωB97M-V functional and the def2-TZVPD basis

XYZ file:
```
64
Properties=species:S:1:pos:R:3:forces:R:3:mulliken_charge:R:1
C -2.471813 1.315535 -0.510439 0.375 0.640 2.870 -1.292
C -1.361130 1.007294 0.558882 -0.503 2.514 -1.334 0.427
N -0.211452 0.331780 -0.078997 -0.910 -1.267 1.895 0.873
C 1.014852 0.311665 0.757755 -0.401 -0.115 0.976 -0.577
C -0.651521 -1.109192 -0.185492 0.844 0.825 -1.367 -0.058
H -2.216413 2.145479 -1.170511 0.303 -1.041 -0.994 0.357
H -2.817778 0.323843 -0.779599 -0.558 0.523 -1.184 0.214
H -3.210515 1.878188 0.086847 -0.402 -0.820 -0.097 0.457
H -1.901185 0.591936 1.421109 0.768 -0.803 -0.070 0.373
H -1.046937 2.000147 0.898933 0.419 -0.167 0.131 -0.517
H 1.110042 1.042493 1.565424 -0.420 0.939 -0.881 -0.455
H 1.859542 0.328711 0.086178 0.263 -0.196 0.213 0.242
H 0.995433 -0.544588 1.442553 0.280 -0.533 -0.587 0.461
H -1.098579 -1.189946 -1.171758 -0.366 -0.422 0.289 -0.483
H 0.237033 -1.747432 -0.217191 -0.233 0.023 0.157 0.609
H -1.335049 -1.399238 0.615257 0.159 -0.029 -0.007 -0.315
H -1.929291 -1.901951 -4.730656 -0.025 -0.021 0.221 0.285
H -1.513995 -1.154821 -3.427368 -0.052 -0.566 -0.287 0.450
O -1.728437 -2.045985 -3.798056 -0.080 0.196 0.019 -0.654
H 2.348889 -1.668917 -2.989585 -0.324 -0.424 0.000 0.407
H 1.738295 -2.940295 -2.220117 -0.066 0.277 -0.240 0.286
O 2.462924 -2.309904 -2.252515 0.263 0.179 -0.130 -0.758
H -1.986880 -3.924051 3.426698 0.126 0.101 -0.313 0.299
H -1.489473 -3.078521 2.225267 0.186 -0.610 0.153 0.403
O -1.910051 -3.020464 3.095881 0.063 0.323 0.308 -0.653
H 3.168851 0.264721 -4.261395 -0.104 -0.064 -0.205 0.275
H 2.521029 0.394159 -2.888970 -0.369 0.266 -0.783 0.458
O 2.377833 -0.015895 -3.789240 0.247 -0.183 0.761 -0.700
H -3.442498 -1.562996 1.133828 -0.899 0.313 -0.470 0.324
H -3.360749 -2.362625 2.289006 -1.299 -0.028 0.399 0.433
O -4.086980 -1.947931 1.750660 1.841 -0.143 0.078 -0.726
H -0.404931 0.561937 -2.077954 0.300 -0.709 0.364 0.263
H -0.090114 0.295031 -3.599906 0.278 0.120 0.234 0.286
O -0.775996 0.252759 -2.920554 -0.083 0.499 -0.563 -0.707
H -0.314674 2.181578 -1.864125 0.060 0.634 -0.466 0.234
H -0.172318 3.364655 -1.013338 0.495 0.343 -0.343 0.379
O 0.087365 3.073693 -1.907502 -0.723 -0.591 0.855 -0.851
H -0.338391 -0.845305 3.989045 -0.143 0.309 -0.672 0.260
H -1.077141 0.230307 4.642213 -0.331 0.480 0.028 0.240
O -0.745440 0.013986 3.766208 0.389 -0.717 0.564 -0.499
H 3.160280 2.038182 -1.318958 -0.530 0.653 0.339 0.208
H 1.602877 2.292995 -1.914535 0.545 0.818 0.673 0.454
O 2.426317 1.772600 -1.870765 0.374 -1.297 -0.716 -0.611
H -0.297887 -4.542022 0.308179 -0.237 0.004 -0.126 0.276
H -1.841368 -4.673697 0.465698 0.263 0.250 -0.182 0.323
O -1.008033 -4.608839 0.953150 -0.031 -0.107 0.267 -0.656
H 3.929950 0.787742 0.440816 0.126 -0.280 0.091 0.341
H 4.948102 1.915054 0.622870 -0.081 -0.057 0.225 0.318
O 4.228587 1.459792 1.077787 -0.068 0.361 -0.139 -0.616
H 0.862377 2.910050 3.243945 -0.420 0.671 -0.399 0.341
H -0.535158 2.534127 3.069038 -0.331 0.161 -0.074 0.307
O 0.018279 3.309595 2.896923 0.142 -0.794 0.335 -0.733
H -2.509909 -3.743477 -1.949641 -0.005 -0.056 -0.095 0.288
H -2.724854 -2.323190 -1.597245 -0.108 0.219 -0.073 0.222
O -2.636653 -3.181028 -1.178652 -0.011 -0.450 0.013 -0.503
H 4.758346 -1.168374 -0.658074 -0.030 -0.006 0.041 0.261
H 3.357000 -1.169680 -1.305517 0.222 0.007 0.654 0.298
O 3.940562 -0.662686 -0.691030 -0.040 -0.076 -0.438 -0.581
H -1.909374 4.612177 0.246421 -0.101 0.102 -0.113 0.300
H -1.523367 4.134056 1.642862 0.084 0.425 0.076 0.356
O -2.045620 4.808824 1.176257 0.120 -0.419 0.071 -0.636
H 2.805916 2.497443 4.087725 -0.360 -0.255 0.232 0.317
H 2.601713 1.911719 2.744553 -0.097 -0.345 -0.056 0.337
O 2.159535 1.948819 3.611720 1.207 0.415 -0.131 -0.662
```
Positions in Å, forces in eV/Å.

Values from the calculation:
DFT total energy   -1436.74384 hartree
Energy above the lowest of the compared OMol25 structures with the same formula, charge and spin   41.33 kcal per mole
Lowest unoccupied orbital energy   0.015 eV
Spin multiplicity   1
Molecular weight   361.38 g mol⁻¹